[1]
Entry from the Open Molecules 2025 dataset: a molecular structure, C25H33F4N4SeSn in a non-equilibrium geometry (ωB97M-V/def2-TZVPD).

Cartesian coordinates (Å):
Sn1 0.197 -1.009 -0.242
C1 3.358 0.397 -0.617
N1 2.044 0.335 -1.249
C2 2.232 -0.117 -2.626
C3 1.422 1.662 -1.224
C4 0.032 1.679 -1.848
N2 -0.763 0.522 -1.446
C5 -1.932 0.333 -2.125
C6 -2.616 -0.888 -2.010
F1 -2.109 -1.803 -1.116
C7 -3.694 -1.248 -2.790
F2 -4.208 -2.474 -2.657
C8 -4.212 -0.372 -3.728
C9 -3.634 0.883 -3.792
F3 -4.111 1.781 -4.658
C10 -2.548 1.245 -3.008
F4 -2.098 2.510 -3.146
H1 4.039 1.039 -1.185
H2 3.793 -0.600 -0.559
H3 3.274 0.798 0.388
H4 2.822 0.609 -3.190
H5 1.267 -0.246 -3.113
H6 2.752 -1.075 -2.625
H7 2.048 2.388 -1.755
H8 1.341 1.966 -0.176
H9 0.114 1.693 -2.941
H10 -0.450 2.607 -1.532
H11 -5.024 -0.651 -4.377
C11 2.259 1.510 5.937
C12 1.857 2.847 5.323
C13 2.705 3.242 4.114
C14 2.323 2.542 2.806
N3 2.663 1.136 2.771
C15 1.814 0.100 2.618
Se1 -0.004 0.277 2.179
N4 2.504 -1.062 2.659
C16 1.967 -2.404 2.698
C17 2.304 -3.134 4.002
C18 1.597 -2.556 5.227
C19 1.848 -3.425 6.453
C20 3.849 -0.761 2.750
C21 4.980 -1.562 2.676
C22 6.206 -0.927 2.684
C23 6.307 0.462 2.756
C24 5.188 1.267 2.820
C25 3.950 0.639 2.821
H12 1.747 1.368 6.884
H13 3.331 1.480 6.123
H14 1.990 0.681 5.287
H15 1.983 3.622 6.079
H16 0.802 2.823 5.044
H17 3.756 3.064 4.344
H18 2.584 4.310 3.932
H19 2.842 3.030 1.973
H20 1.244 2.625 2.651
H21 2.368 -2.963 1.844
H22 0.877 -2.338 2.604
H23 3.381 -3.117 4.174
H24 2.002 -4.175 3.876
H25 0.524 -2.492 5.038
H26 1.962 -1.546 5.423
H27 1.466 -4.429 6.293
H28 1.352 -3.005 7.322
H29 2.912 -3.492 6.666
H30 4.908 -2.633 2.585
H31 7.104 -1.516 2.616
H32 7.282 0.919 2.742
H33 5.275 2.340 2.841

Results
Energy relative to the best compared isomer or geometry (same formula, charge and spin), kcal/mol: 8.5
Charge: +1
Frontier orbital gap, eV: 7.38
E_HOMO, eV: -10.356
F_max, eV/Å: 1.2

Here are the natural (NBO) charges for atoms 1 to 2, given in e:
1. Sn 1.20
2. C -0.42



[2]
Entry from the Open Molecules 2025 dataset: a molecular structure, C25H33FGdN3O4 in a non-equilibrium geometry (ωB97M-V/def2-TZVPD).

Cartesian coordinates (Å):
Gd1 -3.048 1.607 -1.581
C1 -5.128 0.522 -2.829
C2 -4.631 1.488 -3.738
C3 -3.356 1.061 -4.183
C4 -3.102 -0.195 -3.574
C5 -4.152 -0.507 -2.717
H1 -6.032 0.622 -2.227
H2 -5.065 2.466 -3.848
H3 -2.668 1.620 -4.782
H4 -2.185 -0.732 -3.640
H5 -4.144 -1.302 -1.980
C6 3.717 1.269 2.911
C7 2.279 0.978 3.284
N1 1.406 0.683 2.132
C8 0.597 1.700 1.696
C9 -0.309 1.528 0.689
C10 -1.367 2.449 0.233
O1 -2.504 2.277 0.749
O2 -1.199 3.044 -0.867
C11 -0.450 0.283 0.009
O3 -1.401 0.070 -0.813
C12 0.551 -0.730 0.346
C13 0.703 -1.923 -0.401
C14 1.604 -2.835 0.016
F1 1.755 -3.997 -0.643
C15 2.493 -2.593 1.068
C16 2.333 -1.476 1.829
C17 1.391 -0.503 1.437
N2 3.595 -3.460 1.251
C18 4.173 -4.044 0.077
C19 5.636 -4.260 0.329
N3 5.745 -5.209 1.483
C20 4.990 -4.760 2.697
C21 3.582 -4.355 2.410
H6 4.328 1.386 3.788
H7 3.754 2.166 2.320
H8 4.157 0.507 2.275
H9 1.901 1.856 3.781
H10 2.208 0.179 3.997
H11 0.658 2.614 2.224
H12 0.036 -2.103 -1.220
H13 2.987 -1.311 2.665
H14 4.068 -3.352 -0.764
H15 3.702 -4.983 -0.227
H16 6.106 -3.328 0.655
H17 6.156 -4.682 -0.505
H18 6.733 -5.356 1.738
H19 5.384 -6.103 1.133
H20 5.516 -3.902 3.103
H21 5.062 -5.572 3.411
H22 3.269 -3.854 3.319
H23 2.869 -5.172 2.267
C22 -2.937 4.647 -3.359
C23 -3.765 4.875 -2.110
O4 -4.174 3.666 -1.467
C24 -5.047 3.920 -0.327
C25 -5.513 2.583 0.279
H24 -2.594 5.641 -3.700
H25 -3.443 4.162 -4.189
H26 -2.019 4.086 -3.144
H27 -4.705 5.423 -2.330
H28 -3.196 5.482 -1.419
H29 -5.891 4.516 -0.673
H30 -4.500 4.528 0.386
H31 -5.659 1.858 -0.523
H32 -6.469 2.660 0.778
H33 -4.791 2.176 1.010

Results
Energy relative to the best compared isomer or geometry (same formula, charge and spin), kcal/mol: 0.0
2S+1: 8
Charge: +2
Frontier orbital gap (spin up / spin down), eV: 8.04 / 5.35
E_HOMO (spin up / spin down), eV: -13.245 / -12.984
F_max, eV/Å: 2.0
Expectation value of S²: 16.078

Here are the Mulliken charges for atoms 1 to 2, given in e:
1. Gd 0.69
2. C -0.68



[3]
Entry from the Open Molecules 2025 dataset: a molecular structure, C25H33FeN4O9P2S (ωB97M-V/def2-TZVPD).

Cartesian coordinates (Å):
Fe1 0.091 1.446 -0.848
C1 1.670 -2.626 3.121
C2 1.881 -3.600 1.997
C3 2.811 -4.631 2.090
C4 3.006 -5.519 1.041
C5 2.279 -5.386 -0.132
C6 1.355 -4.359 -0.254
C7 1.156 -3.487 0.808
N1 0.206 -2.425 0.684
C8 0.566 -1.164 0.329
N2 1.864 -0.966 0.051
C9 2.620 0.242 -0.027
C10 2.043 1.462 -0.351
C11 2.851 2.597 -0.355
C12 4.206 2.504 -0.091
C13 4.768 1.262 0.185
C14 3.991 0.113 0.230
C15 4.611 -1.225 0.530
N3 -0.313 -0.189 0.290
C16 -1.599 -0.353 0.877
C17 -1.766 0.034 2.208
C18 -3.013 -0.031 2.811
C19 -4.106 -0.485 2.079
C20 -3.938 -0.860 0.754
C21 -2.694 -0.794 0.123
C22 -2.557 -1.152 -1.330
H1 2.239 -2.923 4.001
H2 0.615 -2.563 3.390
H3 1.987 -1.619 2.836
H4 3.386 -4.738 3.002
H5 3.735 -6.313 1.142
H6 2.439 -6.069 -0.956
H7 0.804 -4.194 -1.172
H8 -0.756 -2.666 0.502
H9 2.379 -1.809 -0.155
H10 2.415 3.566 -0.575
H11 4.831 3.388 -0.106
H12 5.831 1.180 0.379
H13 5.673 -1.115 0.740
H14 4.520 -1.910 -0.319
H15 4.145 -1.706 1.394
H16 -0.905 0.410 2.745
H17 -3.130 0.273 3.843
H18 -5.083 -0.551 2.541
H19 -4.789 -1.215 0.185
H20 -3.409 -1.753 -1.651
H21 -1.637 -1.690 -1.554
H22 -2.547 -0.247 -1.946
N4 -3.500 2.457 0.403
C23 -2.786 3.659 -0.185
C24 -3.721 4.860 -0.151
P1 -1.228 3.915 0.747
O1 -1.774 4.100 2.262
O2 -0.552 5.128 0.258
O3 -0.618 2.528 0.736
P2 -2.374 3.111 -1.919
O4 -2.564 4.405 -2.831
O5 -0.896 2.761 -1.957
O6 -3.404 2.073 -2.203
H23 -2.864 1.795 0.868
H24 -3.925 1.981 -0.429
H25 -4.218 2.732 1.069
H26 -4.041 5.058 0.876
H27 -4.600 4.707 -0.780
H28 -3.191 5.736 -0.515
H29 -1.612 5.007 2.551
H30 -1.720 4.857 -2.963
C25 0.348 -0.870 -4.731
S1 0.888 -0.916 -3.052
O7 2.325 -0.816 -3.051
O8 0.335 -2.121 -2.456
O9 0.225 0.304 -2.475
H31 0.761 -1.740 -5.237
H32 0.713 0.047 -5.187
H33 -0.739 -0.899 -4.737

Results
Energy relative to the best compared isomer or geometry (same formula, charge and spin), kcal/mol: 0.7
2S+1: 6
Charge: 0
Frontier orbital gap (spin up / spin down), eV: 8.56 / 7.94
E_HOMO (spin up / spin down), eV: -8.277 / -8.269
F_max, eV/Å: 0.5
Expectation value of S²: 8.758

Here are the Mulliken charges for atoms 1 to 2, given in e:
1. Fe 0.86
2. C -1.19



[4]
Entry from the Open Molecules 2025 dataset: a gas-phase ion, C25H33N6O5 (charge +1) in a non-equilibrium geometry (ωB97M-V/def2-TZVPD).

Cartesian coordinates (Å):
C1 4.150 -2.030 3.899
O1 2.896 -1.713 3.321
C2 2.688 -1.626 1.993
C3 1.376 -1.274 1.673
C4 0.973 -1.127 0.358
C5 -0.449 -0.730 0.036
C6 -1.410 -1.476 0.902
N1 -1.864 -0.884 1.997
N2 -2.629 -1.767 2.616
N3 -2.666 -2.849 1.976
N4 -1.912 -2.729 0.876
C7 -1.879 -3.845 -0.046
C8 -3.027 -3.729 -1.059
C9 -2.436 -2.903 -2.196
C10 -0.997 -3.417 -2.307
C11 -0.607 -3.909 -0.898
N5 -0.697 0.722 0.383
C12 0.441 1.633 0.136
C13 0.096 3.022 0.671
N6 -1.109 3.520 0.048
C14 -0.960 4.451 -0.961
O2 0.156 4.804 -1.295
C15 -2.138 5.052 -1.578
C16 -2.119 6.017 -2.560
C17 -3.461 6.356 -2.814
C18 -4.207 5.583 -1.974
O3 -3.426 4.792 -1.226
C19 -2.232 2.652 0.277
C20 -1.919 1.251 -0.265
C21 1.888 -1.337 -0.667
C22 3.194 -1.717 -0.380
O4 4.107 -1.991 -1.348
C23 3.745 -1.868 -2.704
C24 3.623 -1.849 0.961
O5 4.873 -2.221 1.337
C25 6.004 -2.002 0.513
H1 4.899 -1.269 3.676
H2 3.959 -2.049 4.971
H3 4.509 -3.006 3.573
H4 0.699 -1.122 2.499
H5 -0.643 -0.868 -1.031
H6 -2.003 -4.722 0.593
H7 -3.276 -4.728 -1.415
H8 -3.922 -3.291 -0.620
H9 -2.988 -3.032 -3.124
H10 -2.463 -1.840 -1.942
H11 -0.315 -2.654 -2.680
H12 -0.965 -4.250 -3.008
H13 -0.259 -4.939 -0.941
H14 0.194 -3.319 -0.455
H15 -0.903 0.678 1.404
H16 1.330 1.243 0.633
H17 0.623 1.682 -0.940
H18 0.906 3.715 0.433
H19 -0.047 2.987 1.756
H20 -1.240 6.419 -3.020
H21 -3.823 7.075 -3.518
H22 -5.266 5.509 -1.820
H23 -3.125 3.037 -0.209
H24 -2.427 2.590 1.354
H25 -2.754 0.581 -0.056
H26 -1.745 1.296 -1.344
H27 1.575 -1.231 -1.692
H28 4.639 -2.135 -3.264
H29 3.459 -0.842 -2.955
H30 2.937 -2.557 -2.969
H31 6.858 -2.119 1.180
H32 6.006 -0.996 0.092
H33 6.068 -2.736 -0.290

Results
Charge: +1
Frontier orbital gap, eV: 8.85
E_HOMO, eV: -10.974
F_max, eV/Å: 1.5

Here are the natural (NBO) charges for atoms 1 to 2, given in e:
1. C -0.24
2. O -0.49



[5]
Entry from the Open Molecules 2025 dataset: a molecular structure, C25H33O2SeSn in a non-equilibrium geometry (ωB97M-V/def2-TZVPD).

Cartesian coordinates (Å):
O1 0.048 -0.031 -3.554
C1 1.405 -0.435 -4.049
C2 1.046 -0.614 -5.489
H1 1.758 -1.390 -3.661
H2 2.145 0.357 -3.891
C3 -0.339 -0.243 -4.958
H3 1.120 -1.661 -5.811
H4 1.576 0.110 -6.118
C4 -1.277 -1.417 -5.125
H5 -0.882 -2.341 -4.698
H6 -1.454 -1.558 -6.196
H7 -2.230 -1.207 -4.640
C5 -0.858 0.968 -5.682
H8 -0.172 1.818 -5.687
H9 -1.815 1.286 -5.273
H10 -1.022 0.663 -6.725
Sn1 -0.751 1.064 0.142
C6 -0.673 3.711 2.384
C7 0.479 2.906 2.591
C8 1.140 2.706 1.363
H11 0.820 2.512 3.553
C9 0.371 3.399 0.349
C10 -0.772 3.996 1.004
H12 -1.480 4.715 0.573
H13 -1.334 4.096 3.182
H14 2.081 2.161 1.215
H15 0.725 3.598 -0.668
C11 -2.846 -0.271 2.503
C12 -3.364 0.493 1.446
C13 -3.069 -0.184 0.209
H16 -3.933 1.415 1.559
C14 -2.277 -1.333 0.549
C15 -2.162 -1.384 1.967
H17 -1.773 -2.225 2.547
H18 -2.964 -0.058 3.576
H19 -3.517 0.013 -0.775
H20 -1.927 -2.114 -0.122
O2 1.923 -2.601 -2.201
C16 1.097 -1.707 -1.358
C17 1.820 -0.318 -1.313
H21 1.037 -2.140 -0.332
H22 0.070 -1.620 -1.739
C18 3.286 -0.714 -1.428
H23 1.641 0.218 -0.389
H24 1.459 0.343 -2.088
C19 3.277 -2.264 -1.768
H25 3.643 -0.593 -0.398
H26 3.962 -0.049 -2.020
H27 3.442 -2.810 -0.822
H28 4.042 -2.677 -2.494
Se1 0.441 -0.651 2.769
C20 0.103 -0.586 4.577
C21 -0.741 0.429 5.096
C22 -1.081 0.435 6.444
C23 -0.550 -0.511 7.335
C24 0.292 -1.509 6.821
C25 0.649 -1.537 5.478
H29 -1.140 1.207 4.443
H30 -1.761 1.186 6.844
H31 -0.773 -0.489 8.408
H32 0.693 -2.284 7.471
H33 1.342 -2.276 5.075

Results
Energy relative to the best compared isomer or geometry (same formula, charge and spin), kcal/mol: 0.0
Charge: -1
Frontier orbital gap, eV: 5.03
E_HOMO, eV: -2.788
F_max, eV/Å: 2.8

Here are the natural (NBO) charges for atoms 1 to 2, given in e:
1. O -0.55
2. C -0.10



[6]
Entry from the Open Molecules 2025 dataset: 10 unconnected molecules or ions with the total composition C25H34Cl28N2O6S2 in a non-equilibrium geometry (ωB97M-V/def2-TZVPD).

Cartesian coordinates (Å):
C1 -3.217 1.910 -2.540
C2 -3.597 0.519 -3.191
C3 -2.398 -0.467 -3.416
C4 -1.766 -1.093 -2.112
C5 -0.390 -0.360 -1.688
C6 0.672 -0.820 -2.759
C7 1.839 0.205 -3.050
C8 1.400 1.692 -3.268
O1 0.270 1.798 -4.158
C9 0.136 3.099 -4.658
C10 -0.809 4.086 -3.893
O2 0.733 3.458 -5.632
C11 -0.002 -0.680 -0.186
Cl1 -0.644 0.596 0.976
C12 1.546 -0.784 0.112
C13 2.226 0.648 0.327
S1 4.043 0.608 0.047
C14 4.878 -0.288 1.366
N1 6.094 -0.853 1.206
N2 6.420 -1.381 2.427
C15 5.389 -1.148 3.247
O3 4.359 -0.456 2.629
C16 -0.653 -2.082 0.170
O4 -2.047 -2.018 0.503
S2 -2.941 -1.322 -0.731
O5 -3.496 -0.100 -0.184
O6 -3.954 -2.279 -1.161
H1 -3.633 2.731 -3.193
H2 -2.119 2.092 -2.469
H3 -3.751 2.020 -1.560
H4 -4.435 0.087 -2.578
H5 -4.063 0.742 -4.193
H6 -1.615 0.061 -4.017
H7 -2.751 -1.322 -4.061
H8 -1.431 -2.132 -2.402
H9 -0.629 0.740 -1.731
H10 1.087 -1.796 -2.382
H11 0.214 -1.070 -3.753
H12 2.305 -0.120 -4.022
H13 2.633 0.085 -2.274
H14 2.261 2.191 -3.804
H15 1.264 2.270 -2.312
H16 -0.679 5.132 -4.256
H17 -1.871 3.797 -4.124
H18 -0.612 3.975 -2.790
H19 2.123 -1.429 -0.592
H20 1.635 -1.284 1.122
H21 2.055 1.002 1.377
H22 1.705 1.350 -0.379
H23 5.335 -1.446 4.318
H24 -0.130 -2.434 1.097
H25 -0.415 -2.870 -0.606
Cl2 3.083 -4.851 -5.061
C17 1.742 -3.774 -5.458
Cl3 0.579 -3.710 -4.125
Cl4 2.337 -2.157 -5.847
H26 1.235 -4.168 -6.332
Cl5 -0.334 -2.362 3.562
C18 -1.516 -3.657 3.799
Cl6 -0.820 -5.229 3.383
Cl7 -2.098 -3.662 5.467
H27 -2.360 -3.474 3.141
Cl8 -2.035 8.651 -6.201
C19 -2.723 8.067 -4.682
Cl9 -3.953 6.835 -4.991
Cl10 -1.456 7.426 -3.627
H28 -3.196 8.903 -4.177
Cl11 2.259 -3.535 3.891
C20 2.966 -4.098 2.367
Cl12 1.740 -4.204 1.094
Cl13 4.284 -3.027 1.879
H29 3.373 -5.091 2.528
Cl14 -6.235 -5.661 8.442
C21 -4.528 -5.925 8.075
Cl15 -3.563 -4.526 8.565
Cl16 -3.938 -7.390 8.868
H30 -4.425 -6.053 7.002
Cl17 -0.073 -5.049 10.979
C22 -1.244 -6.349 11.230
Cl18 -0.534 -7.914 10.817
Cl19 -1.824 -6.349 12.899
H31 -2.092 -6.175 10.575
Cl20 2.508 -5.730 6.946
C23 3.858 -6.518 6.123
Cl21 3.358 -8.079 5.463
Cl22 4.499 -5.479 4.843
H32 4.646 -6.690 6.848
Cl23 1.165 9.404 -4.613
C24 1.947 10.318 -5.907
Cl24 1.829 9.449 -7.441
Cl25 1.234 11.929 -6.048
H33 2.997 10.431 -5.659
Cl26 -2.966 7.341 0.108
C25 -2.225 8.941 0.229
Cl27 -0.744 9.014 -0.732
Cl28 -3.362 10.193 -0.286
H34 -1.968 9.120 1.268

Results
Charge: 0
Frontier orbital gap, eV: 9.25
E_HOMO, eV: -9.098
F_max, eV/Å: 3.3

Here are the Mulliken charges for atoms 1 to 2, given in e:
1. C -0.36
2. C -0.99